No. 1
Below is a cluster of 2 separate species, C3H6N2 in total, with properties calculated with ωB97M-V with the def2-TZVPD basis set.

Calculated values
Highest occupied orbital energy (alpha / beta) ... -7.7 / -7.7 eV
Net charge ... 0
SMILES string ... C=C=C=N.N
HOMO-LUMO gap (alpha / beta) ... 7.71 / 7.72 eV
Energy relative to the best compared isomer or geometry (same formula, charge and spin) ... 475.34 kJ/mol
Calculated total energy ... -6183.618 eV
Lowest unoccupied orbital energy (alpha / beta) ... 0.06 / 0.06 eV

Last column: Mulliken charge in e.
Element x y z (Å)
C  0.084  1.467  -1.183  -0.35
C  -0.537  1.015  -0.112  -0.37
C  -0.331  0.429  1.078  0.46
N  -0.147  0.807  2.253  -0.46
H  0.786  2.293  -1.228  0.26
H  -0.008  0.882  -2.094  0.21
H  -0.269  0.161  3.025  0.24
N  0.179  -1.581  -0.308  -0.67
H  0.911  -1.824  -0.970  0.18
H  0.084  -2.391  0.296  0.21
H  -0.752  -1.258  -0.756  0.30

---

No. 2
Below is the molecule C3H6N2, with properties calculated with ωB97M-V with the def2-TZVPD basis set.

Calculated values
Highest occupied orbital energy ... -9.1 eV
Net charge ... 0
SMILES string ... C=NN1CC1
HOMO-LUMO gap ... 10.44 eV
Energy relative to the best compared isomer or geometry (same formula, charge and spin) ... 303.05 kJ/mol
Calculated total energy ... -6185.404 eV
Lowest unoccupied orbital energy ... 1.33 eV

Last column: Mulliken charge in e.
Element x y z (Å)
C  -1.966  -0.639  -0.162  -0.25
N  -0.788  -0.609  0.405  -0.48
N  -0.057  0.433  -0.202  -0.16
C  1.044  0.884  0.644  -0.39
C  1.246  -0.089  -0.472  -0.42
H  -2.673  -1.470  0.134  0.26
H  -2.242  -0.019  -1.057  0.33
H  1.066  0.426  1.642  0.30
H  1.353  1.902  0.558  0.24
H  1.383  -1.176  -0.139  0.32
H  1.635  0.356  -1.350  0.26

---

No. 3
Below is the molecule C3H6N2, with properties calculated with ωB97M-V with the def2-TZVPD basis set.

Calculated values
Highest occupied orbital energy ... -9.7 eV
Net charge ... 0
SMILES string ... [H]/N=C\N1CC1
HOMO-LUMO gap ... 10.87 eV
Energy relative to the best compared isomer or geometry (same formula, charge and spin) ... 403.67 kJ/mol
Calculated total energy ... -6184.361 eV
Lowest unoccupied orbital energy ... 1.15 eV

Last column: Mulliken charge in e.
Element x y z (Å)
H  -1.988  -0.492  -1.070  0.34
N  -2.265  -0.084  -0.199  -0.54
C  -1.173  -0.032  0.227  0.03
N  -0.070  -0.178  -0.548  -0.35
C  0.797  0.800  -0.178  -0.32
C  1.082  -0.683  0.078  -0.40
H  -1.044  0.331  1.403  0.26
H  0.204  1.352  0.662  0.18
H  1.500  1.160  -0.914  0.24
H  1.073  -0.899  1.051  0.36
H  1.883  -1.276  -0.512  0.20

---

No. 4
Below is the ion C3H6N2 with charge +2, with properties calculated with ωB97M-V with the def2-TZVPD basis set.

Calculated values
Highest occupied orbital energy (alpha / beta) ... -22.0 / -22.7 eV
Net charge ... +2
HOMO-LUMO gap (alpha / beta) ... 8.73 / 9.59 eV
Energy relative to the best compared isomer or geometry (same formula, charge and spin) ... 379.13 kJ/mol
Calculated total energy ... -6161.706 eV
Lowest unoccupied orbital energy (alpha / beta) ... -13.24 / -13.08 eV

Last column: Mulliken charge in e.
Element x y z (Å)
C  1.996  0.279  -0.353  0.11
C  0.737  1.013  0.140  0.07
C  -0.560  0.573  0.261  -0.18
N  1.690  -0.898  -0.464  -0.21
N  -1.104  -0.743  0.001  -0.31
H  2.894  0.758  -0.647  0.43
H  -1.006  1.496  -0.244  0.38
H  -1.047  0.932  1.204  0.44
H  -0.219  -1.259  -0.263  0.39
H  -1.954  -0.937  -0.572  0.42
H  -1.425  -1.215  0.937  0.46

---

No. 5
Below is the molecule C3H6N2O, with properties calculated with ωB97M-V with the def2-TZVPD basis set.

Calculated values
Highest occupied orbital energy ... -8.8 eV
Net charge ... 0
HOMO-LUMO gap ... 9.00 eV
Energy relative to the best compared isomer or geometry (same formula, charge and spin) ... 438.83 kJ/mol
Calculated total energy ... -8232.151 eV
Lowest unoccupied orbital energy ... 0.22 eV

Last column: Mulliken charge in e.
Element x y z (Å)
C  1.196  -0.523  0.942  -0.77
N  -0.001  0.092  0.402  0.06
C  -0.968  -0.507  -0.185  0.25
N  -1.741  -1.437  -0.354  -0.48
C  -0.039  1.392  -0.559  -0.08
O  0.916  1.532  -1.314  -0.60
H  2.050  -0.103  0.404  0.32
H  1.166  -1.605  0.793  0.31
H  1.287  -0.304  2.008  0.24
H  -1.143  0.897  -1.030  0.09
H  -2.269  -1.622  -1.191  0.28
H  -0.453  2.189  0.082  0.36

---

No. 6
Below is the molecule C3H6N2O, with properties calculated with ωB97M-V with the def2-TZVPD basis set.

Calculated values
Highest occupied orbital energy ... -9.3 eV
Net charge ... 0
SMILES string ... [H]/N=C/N(C)C=O
HOMO-LUMO gap ... 10.16 eV
Energy relative to the best compared isomer or geometry (same formula, charge and spin) ... 189.19 kJ/mol
Calculated total energy ... -8234.738 eV
Lowest unoccupied orbital energy ... 0.86 eV

Last column: Mulliken charge in e.
Element x y z (Å)
H  -2.750  -0.055  -0.910  0.19
N  -1.915  0.151  -0.388  -0.56
C  -0.883  -0.596  -0.537  -0.11
N  0.257  0.006  -0.095  0.06
C  1.498  -0.607  0.353  -0.77
C  -0.202  1.342  0.298  0.10
O  -0.301  1.711  1.434  -0.50
H  -0.826  -1.595  -0.982  0.35
H  2.375  -0.189  -0.163  0.26
H  1.482  -1.684  0.151  0.28
H  1.632  -0.456  1.428  0.31
H  -0.367  1.972  -0.589  0.39

---

No. 7
Below is the molecule C3H6N2O, with properties calculated with ωB97M-V with the def2-TZVPD basis set.

Calculated values
Highest occupied orbital energy ... -8.6 eV
Net charge ... 0
SMILES string ... O[C@H]1C=NNC1
HOMO-LUMO gap ... 9.58 eV
Energy relative to the best compared isomer or geometry (same formula, charge and spin) ... 315.91 kJ/mol
Calculated total energy ... -8233.425 eV
Lowest unoccupied orbital energy ... 1.02 eV

Last column: Mulliken charge in e.
Element x y z (Å)
O  -1.545  1.171  0.076  -0.54
C  -0.267  0.683  0.472  0.05
C  -0.163  -0.704  1.191  -0.26
N  0.260  -1.567  0.360  -0.48
N  0.792  -1.009  -0.824  -0.01
C  0.659  0.356  -0.829  -0.45
H  -2.171  0.391  0.213  0.36
H  0.201  1.467  1.058  0.29
H  -0.503  -0.948  2.212  0.39
H  1.318  -1.697  -1.290  0.22
H  -0.053  0.676  -1.669  0.17
H  1.472  1.181  -0.971  0.25

---

No. 8
Below is a structure of composition C3H6N2O, with properties calculated with ωB97M-V with the def2-TZVPD basis set.

Calculated values
Highest occupied orbital energy ... -8.3 eV
Net charge ... 0
HOMO-LUMO gap ... 9.31 eV
Energy relative to the best compared isomer or geometry (same formula, charge and spin) ... 401.67 kJ/mol
Calculated total energy ... -8232.536 eV
Lowest unoccupied orbital energy ... 0.98 eV

Last column: Mulliken charge in e.
Element x y z (Å)
C  -1.907  1.053  -0.067  -0.51
C  -0.767  -0.435  0.556  -0.35
O  -0.592  0.883  0.744  -0.23
N  0.352  -1.039  0.133  -0.01
C  1.616  -0.490  -0.024  0.04
N  2.575  -1.251  -0.349  -0.61
H  -1.751  2.030  -0.497  0.25
H  -2.162  0.337  -0.871  0.33
H  -2.709  1.059  0.664  0.26
H  0.278  -2.035  -0.033  0.25
H  1.641  0.585  0.165  0.33
H  3.428  -0.698  -0.421  0.26

---

No. 9
Below is the molecule C3H6N2O, with properties calculated with ωB97M-V with the def2-TZVPD basis set.

Calculated values
Highest occupied orbital energy ... -8.7 eV
Net charge ... 0
SMILES string ... [H]/N=N\CCC=O
HOMO-LUMO gap ... 9.48 eV
Energy relative to the best compared isomer or geometry (same formula, charge and spin) ... 371.85 kJ/mol
Calculated total energy ... -8232.845 eV
Lowest unoccupied orbital energy ... 0.77 eV

Last column: Mulliken charge in e.
Element x y z (Å)
H  0.485  -1.426  1.197  0.25
N  1.401  -1.351  0.504  -0.38
N  1.593  -0.470  -0.286  -0.01
C  0.765  0.594  -0.719  -0.39
C  -0.483  0.798  0.132  -0.41
C  -1.129  -0.598  0.346  -0.24
O  -1.401  -1.362  -0.527  -0.43
H  0.468  0.194  -1.692  0.27
H  1.379  1.498  -0.847  0.34
H  -0.188  1.398  0.969  0.29
H  -1.173  1.441  -0.387  0.33
H  -1.718  -0.716  1.311  0.37

---

No. 10
Below is the molecule C3H6N2O, with properties calculated with ωB97M-V with the def2-TZVPD basis set.

Calculated values
Highest occupied orbital energy ... -9.6 eV
Net charge ... 0
SMILES string ... O=C1CCNN1
HOMO-LUMO gap ... 10.44 eV
Energy relative to the best compared isomer or geometry (same formula, charge and spin) ... 224.24 kJ/mol
Calculated total energy ... -8234.375 eV
Lowest unoccupied orbital energy ... 0.83 eV

Last column: Mulliken charge in e.
Element x y z (Å)
O  1.909  -0.185  -1.583  -0.60
C  1.141  -0.166  -0.629  0.49
C  0.001  -1.049  -0.186  -0.46
C  -1.149  0.046  0.122  -0.54
N  -0.349  1.109  0.787  -0.36
N  1.044  0.880  0.262  -0.26
H  0.126  -1.486  0.897  0.24
H  -0.167  -1.819  -0.958  0.34
H  -1.582  0.334  -0.793  0.27
H  -2.051  -0.348  0.669  0.28
H  -0.270  1.026  1.783  0.30
H  1.345  1.658  -0.371  0.30

---

No. 11
Below is a structure of composition C3H6N2O, with properties calculated with ωB97M-V with the def2-TZVPD basis set.

Calculated values
Highest occupied orbital energy (alpha / beta) ... -9.0 / -8.7 eV
Net charge ... 0
HOMO-LUMO gap (alpha / beta) ... 7.66 / 7.65 eV
Energy relative to the best compared isomer or geometry (same formula, charge and spin) ... 530.19 kJ/mol
Calculated total energy ... -8231.204 eV
Lowest unoccupied orbital energy (alpha / beta) ... -1.37 / -1.03 eV

Last column: Mulliken charge in e.
Element x y z (Å)
C  -0.913  0.205  -0.514  -0.27
C  0.196  1.164  -0.868  -0.94
C  -0.238  -0.750  0.436  0.30
N  0.734  -0.039  1.174  0.09
N  -0.434  -1.994  0.536  -0.55
O  1.735  -0.521  1.704  -0.42
H  0.272  -2.456  1.110  0.29
H  -1.729  0.721  -0.001  0.24
H  -1.317  -0.354  -1.358  0.28
H  -0.082  2.194  -1.070  0.32
H  0.932  0.761  -1.555  0.30
H  0.844  1.068  0.407  0.36

---

No. 12
Below is a structure of composition C3H6N2O, with properties calculated with ωB97M-V with the def2-TZVPD basis set.

Calculated values
Highest occupied orbital energy ... -8.8 eV
Net charge ... 0
HOMO-LUMO gap ... 9.63 eV
Energy relative to the best compared isomer or geometry (same formula, charge and spin) ... 274.97 kJ/mol
Calculated total energy ... -8233.849 eV
Lowest unoccupied orbital energy ... 0.79 eV

Last column: Mulliken charge in e.
Element x y z (Å)
O  -1.908  0.145  -1.712  -0.61
C  -0.997  0.099  -0.914  0.29
N  0.167  -0.650  -0.994  -0.22
C  1.133  -0.174  0.002  -0.44
C  0.181  0.348  1.055  -0.26
N  -0.904  0.809  0.286  -0.13
H  0.455  -0.931  -1.919  0.26
H  1.799  0.585  -0.439  0.24
H  1.724  -0.981  0.427  0.29
H  -0.150  -0.866  1.666  0.03
H  0.187  0.143  2.128  0.35
H  -1.666  1.381  0.601  0.20